# 1
Entry from the OMol25 dataset: C18H55F2NO14S2V as an isolated structure (the ωB97M-V functional and the def2-TZVPD basis).

The value obtained for the HOMO energy (alpha / beta) is -0.3266 / -0.3410 Ha. As for the total charge: 0. Its molecular weight is 662.71 g/mol. The maximum force comes out at 11.8 eV/Å. As for the expectation value of S²: 3.758. Its multiplicity is 4. Its energy above the lowest of the compared OMol25 structures with the same formula, charge and spin is 116.6 kcal/mol.

Positions of all 93 atoms, in Å:
V  1.792984  -0.165079  -3.020069
O  3.296618  1.354310  -3.041873
H  3.418064  1.912801  -2.249494
N  0.228055  0.503020  -1.869139
S  0.394814  1.452858  -0.485736
O  0.192707  0.804505  0.817520
O  0.059189  2.853449  -0.674044
F  1.984657  1.511377  -0.490128
S  -1.229004  0.269214  -1.623175
O  -2.138832  1.376852  -1.740221
O  -1.618845  -0.834027  -0.740802
F  -1.462804  -0.458263  -3.051599
C  -0.371861  -3.044812  1.654464
C  -1.378706  -3.076795  2.845508
O  -1.360799  -4.359394  3.464049
H  -0.159830  -2.028527  1.322330
H  -0.804152  -3.698016  0.896468
H  0.611213  -3.425069  1.932088
H  -2.400562  -2.885089  2.518178
H  -1.196684  -2.305673  3.594067
H  -0.522363  -4.428794  3.926447
C  -3.909027  -2.339298  -4.155762
C  -4.728279  -2.599099  -5.402589
O  -3.748665  -2.758209  -6.381497
H  -4.523990  -2.131918  -3.280017
H  -3.183839  -1.549678  -4.352489
H  -3.322558  -3.167561  -3.758101
H  -5.337693  -1.715301  -5.591318
H  -5.411324  -3.446700  -5.346743
H  -4.105413  -2.781911  -7.272428
C  -0.529029  -4.113629  -2.259085
C  0.823978  -3.536251  -2.619947
O  0.669126  -2.367624  -3.446000
H  -1.204874  -3.468343  -1.697888
H  -0.428269  -4.914978  -1.527107
H  -1.063696  -4.460424  -3.143371
H  1.243362  -4.373700  -3.177507
H  1.458049  -3.316337  -1.761058
H  0.204730  -2.686589  -4.223292
C  -0.125437  4.385418  -4.492098
C  0.877234  3.641034  -3.603537
O  2.061883  3.613763  -4.331271
H  -0.170127  3.977731  -5.502001
H  0.238763  5.412753  -4.485283
H  -1.128903  4.368867  -4.066796
H  0.656516  2.594681  -3.392547
H  1.029137  4.132540  -2.642565
H  2.441919  4.486089  -4.203859
C  -2.096891  3.801210  1.967090
C  -1.014684  3.142738  2.815158
O  -1.030458  3.515999  4.176933
H  -2.102136  4.879245  1.806083
H  -3.080946  3.499653  2.325982
H  -1.958715  3.414991  0.957214
H  -0.071035  3.401706  2.334977
H  -1.180758  2.065967  2.782195
H  -0.135897  3.445283  4.518062
C  -4.013231  0.978953  0.894645
C  -3.765031  0.459006  2.323857
O  -4.926063  -0.192878  2.744820
H  -4.089667  0.185279  0.151445
H  -3.094263  1.512734  0.652389
H  -4.925165  1.574181  0.848008
H  -3.453925  1.223907  3.035358
H  -2.945392  -0.249364  2.203417
H  -4.793485  -0.594673  3.606556
C  3.635097  -2.610739  0.422773
C  2.705306  -1.470651  0.040685
O  3.109527  -0.935921  -1.234526
H  3.520145  -3.061834  1.408370
H  4.677107  -2.312743  0.306577
H  3.386443  -3.479976  -0.186085
H  2.826320  -0.658750  0.757823
H  1.679090  -1.836089  0.002813
H  3.968179  -0.519329  -1.130762
C  3.507918  2.179585  2.126504
C  4.571537  3.240886  2.512376
O  3.947242  4.389952  3.132239
H  3.878890  1.182011  1.891245
H  2.768442  2.635029  1.467839
H  2.873882  1.943790  2.981195
H  5.153356  3.470010  1.619566
H  5.246891  2.796320  3.243369
H  4.589818  5.064676  3.363393
C  1.082055  -0.375796  4.355420
C  2.255528  -1.244540  3.944483
O  2.533381  -2.004507  5.066815
H  0.736794  0.314053  3.585346
H  1.355149  0.173501  5.256415
H  0.267376  -1.073192  4.550465
H  3.112882  -0.614395  3.707915
H  2.055436  -2.002054  3.186697
H  3.116522  -1.467409  5.608179

Cartesian forces (eV/Å) of the 3 atoms listed first:
2.9764 0.9332 0.5093
-1.5901 -1.8219 0.4547
-0.2339 -0.4941 -0.7622

Löwdin atomic charge list, values in e, 2 entries: V 1.0441; O -0.4207

=====

# 2
Entry from the OMol25 dataset: C15H8Cl4O4S2Tl as an isolated structure (the ωB97M-V functional and the def2-TZVPD basis).

The value obtained for the HOMO energy is -0.2024 Ha. As for the total charge: -1. Its molecular weight is 662.55 g/mol. The maximum force comes out at 0.8 eV/Å. Its energy above the lowest of the compared OMol25 structures with the same formula, charge and spin is 37.4 kcal/mol.

Positions of all 34 atoms, in Å:
Tl  0.210593  -0.168366  -0.986050
S  2.730461  0.143334  0.547649
C  2.999233  1.753590  0.310990
C  4.346769  2.233616  0.073495
C  4.597644  3.543012  -0.131424
C  3.525214  4.509327  -0.165003
C  2.246443  4.123017  0.001819
C  1.906314  2.741986  0.288077
S  0.334814  2.339589  0.552282
H  5.147142  1.502737  0.076921
H  5.616462  3.875325  -0.291235
H  3.754347  5.557084  -0.333120
H  1.438120  4.841815  -0.036910
Cl  -5.977693  -4.634526  -1.082566
C  -5.153721  -3.111403  -0.792730
C  -3.779029  -3.098673  -0.646608
C  -3.138734  -1.881819  -0.430310
C  -3.853562  -0.692119  -0.360404
C  -5.237890  -0.738942  -0.489302
C  -5.895800  -1.942609  -0.711772
C  -3.182156  0.663912  -0.154591
O  -3.889655  1.598046  0.236222
O  -1.912507  0.739687  -0.363655
H  -3.215790  -4.023313  -0.705581
H  -2.064883  -1.864277  -0.290585
H  -5.786708  0.191603  -0.409204
H  -6.973248  -1.979569  -0.818395
Cl  -1.125384  -4.613615  1.477209
C  0.201838  -4.351097  0.321947
Cl  0.067550  -5.549529  -0.977837
Cl  1.764943  -4.576087  1.151041
C  0.121361  -2.855301  -0.194483
O  -0.041819  -2.659145  -1.416253
O  0.213931  -1.992090  0.707563

Cartesian forces (eV/Å) of the 3 atoms listed first:
0.0522 0.7580 0.2998
-0.1550 -0.2744 -0.0522
0.1044 0.5208 -0.0563

Löwdin atomic charge list, values in e, 2 entries: Tl 0.9280; S 0.7050

=====

# 3
Entry from the OMol25 dataset: C19H15InN3O2 as an isolated structure (the ωB97M-V functional and the def2-TZVPD basis).

The value obtained for the HOMO energy is -0.3983 Ha. As for the total charge: +1. Its molecular weight is 432.17 g/mol. The maximum force comes out at 1.1 eV/Å.

Positions of all 40 atoms, in Å:
In  0.804559  -0.924768  -1.176286
O  -1.248253  -1.625114  2.834476
C  -1.535214  -0.322560  3.008837
C  -2.475547  -0.006514  3.990108
C  -2.843860  1.302563  4.203410
C  -2.279117  2.338111  3.450762
C  -1.340407  2.038256  2.495796
C  -0.948030  0.708644  2.256983
C  0.066036  0.418996  1.254158
O  0.381052  -0.814433  0.989958
N  0.659246  1.454775  0.639370
N  1.486711  0.979801  -0.298648
C  2.521678  1.553849  -0.758269
C  3.391285  0.703846  -1.579318
C  4.649355  1.129545  -1.968668
C  5.510767  0.234447  -2.579248
C  5.098580  -1.072193  -2.793285
C  3.823243  -1.427508  -2.409045
N  2.986513  -0.561988  -1.819208
H  -0.570723  -1.696008  2.140266
H  -2.894643  -0.821152  4.566372
H  -3.580783  1.528792  4.964174
H  -2.570662  3.364188  3.630150
H  -0.879143  2.819931  1.909483
H  2.832177  2.546743  -0.451360
H  4.949428  2.149452  -1.768254
H  6.502423  0.549528  -2.875317
H  5.748862  -1.802539  -3.252066
H  3.451532  -2.429423  -2.572644
C  -4.035094  -1.111349  -1.427786
C  -3.350186  -2.308750  -1.266004
C  -1.961184  -2.336235  -1.309480
C  -1.301235  -1.135927  -1.520382
C  -1.954516  0.079782  -1.672568
C  -3.345281  0.075629  -1.627429
H  -5.116166  -1.103179  -1.391693
H  -3.892794  -3.229664  -1.094384
H  -1.436248  -3.269734  -1.170917
H  -1.423148  1.013145  -1.807226
H  -3.881210  1.009013  -1.744830

Cartesian forces (eV/Å) of the 3 atoms listed first:
0.0766 0.5895 0.6430
-0.0799 0.0552 0.1834
-0.0366 -0.1576 -0.0199

Löwdin atomic charge list, values in e, 2 entries: In 1.2410; O 0.0872

=====

# 4
Entry from the OMol25 dataset: one molecule with the formula C8H7N3 (the ωB97M-V functional and the def2-TZVPD basis).

The value obtained for the HOMO energy is -0.2996 Ha. The SMILES is Nc1ccc2ncncc2c1. As for the total charge: 0. Its molecular weight is 145.16 g/mol. The maximum force comes out at 5.6 eV/Å. Its energy above the lowest of the compared OMol25 structures with the same formula, charge and spin is 47.5 kcal/mol.

Positions of all 18 atoms, in Å:
N  -1.413030  2.241004  -1.656522
C  -1.008634  1.115331  -0.966066
C  -1.291889  -0.186690  -1.441939
C  -0.445726  -1.323617  -1.081330
C  0.403397  -1.279263  0.098817
N  1.045009  -2.266040  0.740148
C  1.562496  -1.980408  1.939580
N  1.911753  -0.786319  2.345179
C  1.391289  0.237340  1.673012
C  0.638269  0.118326  0.502579
C  -0.066208  1.136890  0.028914
H  -1.546570  2.996314  -0.863601
H  -2.139132  1.972686  -2.343822
H  -1.957249  -0.162017  -2.327110
H  -0.628316  -2.422617  -1.449710
H  1.823848  -2.799446  2.608418
H  1.600265  1.309374  1.880176
H  0.120429  2.079152  0.313275

Cartesian forces (eV/Å) of the 3 atoms listed first:
-0.6991 1.2482 2.3683
1.3807 -2.7778 -0.3953
2.1027 -1.7342 -0.8276

Löwdin atomic charge list, values in e, 2 entries: N 0.0808; C -0.3688

=====

# 5
Entry from the OMol25 dataset: a 2-piece molecular cluster, C6H17N2O2 overall (the ωB97M-V functional and the def2-TZVPD basis).

The value obtained for the HOMO energy is -0.4489 Ha. As for the total charge: +1. Its molecular weight is 149.21 g/mol. The maximum force comes out at 5.2 eV/Å. Its energy above the lowest of the compared OMol25 structures with the same formula, charge and spin is 110.3 kcal/mol.

Positions of all 27 atoms, in Å:
C  -1.687993  1.682634  -0.094002
C  1.715537  -2.061727  -0.571347
C  -1.708343  -0.655966  1.696193
C  1.614355  1.446237  -0.061584
C  0.840049  0.340629  -0.846178
C  -1.424391  0.204307  -0.485831
N  1.159208  -0.803442  -0.050379
N  -1.469540  -0.955229  0.301153
O  2.805554  0.904019  0.598335
O  -1.892034  -0.054731  -1.755247
H  -2.626979  1.726285  0.360203
H  -1.853155  2.359803  -0.899904
H  -0.958865  2.032312  0.623812
H  2.663702  -1.776569  -1.252581
H  2.069502  -2.835786  0.118303
H  1.063368  -2.399511  -1.324551
H  -2.507936  0.063490  1.986308
H  -1.897839  -1.527526  2.184932
H  -0.841941  -0.384407  2.224957
H  1.689657  2.303397  -0.681223
H  1.058013  1.754051  0.790039
H  1.002293  0.328669  -1.866128
H  1.783054  -0.488023  0.618191
H  -2.097134  -1.653095  -0.073000
H  0.372485  -1.222825  0.535024
H  3.543627  1.049771  0.023572
H  -2.414252  0.623222  -2.099057

Cartesian forces (eV/Å) of the 3 atoms listed first:
0.6716 -2.0734 1.0186
3.8399 1.1386 -3.2758
-0.7905 1.3667 0.2263

Löwdin atomic charge list, values in e, 2 entries: C 0.0152; C 0.0010